Record 1
# C27H54B2BrO42S9

10 unconnected molecules or ions with the total composition C27H54B2BrO42S9 (wB97M-V/def2-TZVPD, the OMol25 dataset).

```
! wB97M-V def2-TZVPD RIJCOSX def2/J DEFGRID3
* xyz -1 1
C -4.765 -7.618 0.227
H -7.168 7.317 0.581
C -2.062 -1.682 1.728
H -0.698 4.181 4.859
O 4.813 3.904 6.167
O -6.159 5.574 0.178
C 0.776 2.139 -11.401
B -2.012 -2.123 0.162
C -1.791 -3.553 -1.567
O -0.745 6.116 2.902
O -4.679 4.068 1.423
H 1.660 5.493 9.773
H 0.476 0.017 -2.276
H 2.206 1.490 -4.423
O -0.191 3.023 -13.334
Br -5.358 -3.665 -4.052
H -0.790 -1.109 3.368
C 4.074 4.670 4.095
O 3.703 1.068 -1.747
O 3.214 2.064 5.948
C 1.071 -0.900 -2.284
O -0.418 -7.116 1.376
O 1.665 5.957 3.323
O 1.951 1.711 -0.104
O 3.029 1.054 -7.017
O -7.034 4.379 2.147
H 0.144 -1.442 1.886
O -6.587 -10.536 0.914
S 0.635 5.399 2.516
H 2.991 3.106 -6.908
H 3.382 -8.826 1.472
O 5.577 1.761 5.233
O 1.729 6.809 5.805
O 1.762 -6.177 0.664
O -4.980 -8.702 1.153
H 0.676 -2.717 -3.359
H 2.356 -10.263 1.696
O 1.887 2.621 -12.175
O 4.331 1.942 0.466
O -4.243 -10.832 0.162
C 1.554 4.360 7.929
H 1.425 -1.033 -1.263
H 1.042 1.226 -10.877
H 1.670 3.126 -4.865
S 1.505 0.555 -7.094
H 1.101 -9.195 3.489
H -1.314 1.938 -11.959
C 5.034 4.962 5.223
C -5.185 7.270 1.452
H -5.353 8.234 1.925
O 0.279 3.940 3.066
C -0.327 1.931 -12.413
C -0.944 3.978 3.814
O -5.413 6.208 2.385
H -2.356 -0.625 1.733
H -6.755 -7.581 -0.619
H 2.767 -8.665 3.823
C 3.113 2.253 -6.236
C -0.468 -2.721 -1.455
S -5.832 4.874 1.586
O 0.686 -5.033 -0.964
C 4.630 1.158 1.629
S 1.171 6.674 7.101
H 4.294 -0.958 2.002
H 6.074 4.908 4.891
C 2.383 -9.177 1.743
H -1.521 -3.488 3.414
C -0.706 -1.767 2.488
H -4.935 -6.660 0.708
H 3.907 1.410 2.403
C 2.259 5.304 8.879
H -2.405 -3.060 -3.569
H -5.456 -7.402 -1.820
H 4.077 2.318 -5.740
O -2.214 -3.540 -0.219
H -3.734 -7.667 -0.125
C 0.108 -2.032 -2.712
H 4.852 5.930 5.683
O 1.447 -8.616 0.823
H -5.854 7.470 -0.608
C -2.843 -3.066 -2.561
H -2.487 5.511 3.876
C -0.529 -3.185 3.062
H 1.062 3.539 8.441
S -5.393 -10.020 0.346
H 0.423 -5.126 -1.889
H -3.196 -2.049 -2.375
H -2.999 -1.517 -0.328
O 1.444 -0.764 -6.585
S 3.222 1.173 -0.413
H 3.064 4.980 4.343
O -0.871 -1.615 -0.634
O 1.510 -3.159 0.182
H -2.842 -2.216 2.288
O 0.744 5.336 1.105
O 3.350 -0.256 0.294
O -4.178 -4.953 -1.896
H 4.375 5.140 3.163
O 1.553 -7.298 2.849
O 0.590 5.187 7.257
H -0.718 -1.606 -3.289
O 0.345 -3.157 4.213
S 1.342 3.493 -13.404
O -5.740 -9.319 -1.052
O 1.399 4.867 -13.055
H -0.201 -2.919 4.963
H -1.633 -4.611 -1.831
C -4.011 -4.014 -2.616
C 4.474 -0.277 1.175
O 0.972 0.900 -8.366
C -6.156 6.997 0.323
C -1.732 5.114 3.201
H 3.240 4.940 9.172
S 0.996 -7.153 1.339
O 1.924 2.998 -14.598
H 2.249 -3.779 0.162
H -2.206 4.812 2.265
H 5.633 1.374 1.988
S 4.415 2.562 5.380
H -4.150 7.208 1.110
H 0.508 2.908 -10.674
B 0.595 -3.664 -0.716
H 2.240 3.959 7.181
O 0.896 1.566 -6.010
H -0.190 0.999 -12.966
O 0.212 7.584 7.610
C -5.744 -7.890 -0.893
H -1.462 3.025 3.743
H 1.896 -0.754 -2.987
C 1.966 2.156 -5.254
O 4.083 3.232 3.962
H 5.348 -0.614 0.611
C 1.959 -8.643 3.096
O 2.379 6.536 8.153
H -0.167 -3.885 2.310
*
```

Summary:
* Kohn-Sham gap: 5.34 eV
* LUMO: 1.457 eV

These are the Löwdin partial charges, in e, on atoms 1 to 99:
1 C -0.15
2 H 0.13
3 C -0.11
4 H 0.12
5 O -0.20
6 O -0.18
7 C -0.17
8 B -0.74
9 C -0.29
10 O -0.19
11 O -0.21
12 H 0.13
13 H 0.08
14 H 0.13
15 O -0.19
16 Br 0.58
17 H 0.09
18 C -0.15
19 O -0.24
20 O -0.22
21 C -0.09
22 O -0.19
23 O -0.26
24 O -0.20
25 O -0.19
26 O -0.21
27 H 0.10
28 O -0.23
29 S 0.61
30 H 0.13
31 H 0.13
32 O -0.22
33 O -0.22
34 O -0.21
35 O -0.19
36 H 0.11
37 H 0.13
38 O -0.19
39 O -0.19
40 O -0.23
41 C -0.15
42 H 0.05
43 H 0.12
44 H 0.14
45 S 0.60
46 H 0.13
47 H 0.14
48 C -0.15
49 C -0.17
50 H 0.13
51 O -0.17
52 C -0.16
53 C -0.14
54 O -0.20
55 H 0.08
56 H 0.13
57 H 0.13
58 C -0.16
59 C -0.30
60 S 0.61
61 O 0.11
62 C -0.17
63 S 0.61
64 H 0.14
65 H 0.13
66 C -0.18
67 H 0.11
68 C -0.19
69 H 0.14
70 H 0.12
71 C -0.16
72 H 0.12
73 H 0.12
74 H 0.14
75 O 0.01
76 H 0.14
77 C -0.14
78 H 0.14
79 O -0.19
80 H 0.14
81 C -0.14
82 H 0.14
83 C -0.24
84 H 0.14
85 S 0.59
86 H 0.11
87 H 0.12
88 H 0.10
89 O -0.21
90 S 0.59
91 H 0.09
92 O 0.01
93 O 0.18
94 H 0.09
95 O -0.20
96 O -0.18
97 O 0.04
98 H 0.15
99 O -0.18


Record 2
# C45H84N12O17

11 unconnected molecules or ions with the total composition C45H84N12O17 (wB97M-V/def2-TZVPD, the OMol25 dataset).

```
! wB97M-V def2-TZVPD RIJCOSX def2/J DEFGRID3
* xyz 0 1
H -7.545 2.313 0.357
C 7.185 -2.373 -3.015
C 7.553 -5.457 0.415
H -4.486 10.991 -2.243
C -0.763 5.605 -1.140
H 0.391 -0.125 7.874
O 6.306 -1.822 -3.659
H 9.734 -0.248 -2.939
N -2.062 -6.765 -0.264
H -2.896 7.736 -1.480
C -3.089 3.120 1.737
H 0.346 5.667 -1.037
H -1.998 -8.542 -1.353
H 7.045 -3.380 -2.590
O -0.664 9.327 -1.593
H -4.321 8.432 -2.287
C 2.093 1.285 -5.069
O -1.115 4.800 -2.321
C 4.367 -0.193 -7.690
H 5.064 -2.596 -7.180
H 0.172 2.124 0.977
H 1.039 -1.004 6.465
N -1.225 3.465 -2.003
H -1.422 -8.661 0.320
H -2.965 -4.923 0.180
H 7.267 -6.115 3.090
H 2.187 -8.543 0.629
H -0.241 -1.733 7.459
C -0.895 -6.184 -0.624
C 1.361 1.996 -2.842
C -3.797 3.834 0.641
H 3.304 -7.184 0.371
O 4.023 0.948 -7.944
H 3.787 0.899 -2.362
O -3.650 6.057 -0.375
H 6.680 1.116 -7.201
C 3.102 0.324 -2.989
C -2.612 6.539 4.593
C -3.053 5.086 0.075
C -3.610 7.343 2.446
H 5.679 1.137 -5.737
O -4.360 8.297 5.828
H 7.900 -5.835 -0.549
H -3.156 5.879 5.271
O 0.099 -6.773 -1.006
C -5.069 3.375 0.135
H -0.623 0.967 4.474
H -4.046 -6.165 -0.483
H -3.169 -8.526 -0.009
N 0.942 2.644 1.409
N -2.893 9.812 -1.605
O -6.863 1.620 0.309
H 7.099 0.065 -5.823
C -10.809 -2.424 1.114
C 5.266 -8.784 -0.017
H -2.746 8.390 -3.121
C 8.066 -6.637 2.558
C 8.726 -0.528 -3.239
O -1.357 3.679 3.383
C 0.141 -0.798 7.051
C 9.787 -5.388 1.333
N -10.076 -1.173 1.072
H 8.010 0.193 -2.838
O -2.248 3.016 -2.384
H 9.642 -1.999 -1.077
O 6.203 -9.537 -0.198
H 0.684 2.641 -3.425
C -5.512 0.077 2.405
H -3.628 -0.632 1.456
H 2.571 -10.419 -1.064
H -8.333 -0.146 0.497
N 8.509 -5.821 1.444
H -3.144 1.344 3.160
H -3.464 -6.288 1.198
H 0.464 1.429 5.808
H 9.012 -3.552 -1.663
H -8.105 -1.838 0.983
C -2.061 -0.692 5.972
H -0.919 -5.084 -0.538
N 2.157 1.229 -3.620
C 2.909 -8.103 -0.062
H 10.430 -5.720 2.165
C -1.590 10.088 -1.375
H -1.933 7.160 5.182
H 7.688 -7.589 2.178
C -0.830 4.322 1.080
O -11.734 -0.023 2.140
O 10.218 -4.703 0.424
C -3.243 8.515 -2.157
C -10.640 -0.067 1.611
N 8.400 -1.852 -2.743
H 1.273 4.353 0.242
H 6.574 -5.876 0.641
O -3.925 -3.431 1.788
C -8.762 -1.146 0.456
N 3.974 -9.058 -0.309
O -2.904 -0.170 5.262
H -4.637 10.330 -0.593
C -3.200 -5.984 0.183
H -1.267 1.845 5.874
C 9.391 -2.578 -1.968
H 1.343 2.004 -5.397
C -3.644 1.909 2.336
H -8.851 -1.453 -0.589
H -11.017 -2.686 2.153
H -1.118 6.653 -1.346
H 0.974 2.449 2.409
C -1.493 4.969 0.085
C 3.643 -10.347 -0.886
H -3.031 -3.061 1.659
H -2.040 5.944 3.885
C -3.946 10.765 -1.320
H 2.411 -7.867 -1.004
C 5.780 -1.931 -6.697
H -11.759 -2.303 0.589
H 6.779 -2.133 -7.093
H 2.559 -0.381 -2.356
C -4.358 8.210 4.616
H 3.668 -0.222 -3.743
N -3.555 7.392 3.894
C -2.177 -8.211 -0.328
H 10.288 -2.718 -2.575
C -1.701 3.694 2.224
H -3.865 6.332 2.126
C -5.642 2.153 0.726
C 6.280 0.502 -6.390
N -0.847 -0.163 6.201
H -10.000 0.828 1.526
H 3.801 -1.063 -8.062
H -2.633 7.617 2.039
C 0.710 4.109 1.173
H -5.036 8.813 3.989
N 5.442 -0.542 -6.949
O 1.361 2.002 -1.624
O -5.937 -2.590 1.187
H 1.832 0.296 -5.455
H -5.632 0.229 3.506
C -4.945 1.425 1.781
C -0.541 1.095 5.555
H -2.233 -1.652 6.485
H -4.362 8.034 2.065
H -3.534 11.688 -0.913
H 7.482 -4.368 0.358
H -6.464 -0.203 1.902
H 8.887 -6.830 3.248
H -10.230 -3.218 0.645
H 3.956 -11.139 -0.203
C -4.869 -2.395 1.686
H 1.193 4.629 2.038
H 5.405 -7.778 0.417
H -1.428 11.095 -0.957
H 8.652 -0.523 -4.328
H 5.771 -2.118 -5.620
H 4.181 -10.469 -1.829
H -3.790 -1.187 3.174
C -4.364 -1.008 2.225
H 3.068 1.581 -5.460
H -5.591 3.919 -0.692
*
```

Summary:
* Kohn-Sham gap: 7.93 eV
* SMILES: NCC1=C(CON=O)C(=O)c2cc(O)c(CCC(=O)O)cc2C1=O.CN(C)C=O.CN(C)C=O.CN(C)C=O.CN(C)C=O.CN(C)C=O.CN(C)C=O.CN(C)C=O.CN(C)C=O.CN(C)C=O.CN(C)C=O
* LUMO: -1.046 eV

These are the Löwdin partial charges, in e, on atoms 1 to 99:
1 H 0.12
2 C -0.33
3 C -0.04
4 H 0.09
5 C -0.07
6 H 0.09
7 O -0.02
8 H 0.09
9 N -0.20
10 H 0.05
11 C -0.04
12 H 0.12
13 H 0.09
14 H 0.13
15 O 0.00
16 H 0.09
17 C -0.05
18 O -0.10
19 C -0.36
20 H 0.08
21 H 0.07
22 H 0.09
23 N -0.06
24 H 0.09
25 H 0.06
26 H 0.09
27 H 0.09
28 H 0.08
29 C -0.34
30 C -0.36
31 C -0.07
32 H 0.08
33 O 0.00
34 H 0.09
35 O 0.07
36 H 0.09
37 C -0.04
38 C -0.03
39 C -0.27
40 C -0.05
41 H 0.09
42 O 0.01
43 H 0.10
44 H 0.10
45 O 0.00
46 C 0.08
47 H 0.08
48 H 0.10
49 H 0.09
50 N 0.01
51 N -0.20
52 O 0.00
53 H 0.06
54 C -0.04
55 C -0.36
56 H 0.10
57 C -0.05
58 C -0.04
59 O 0.09
60 C -0.05
61 C -0.34
62 N -0.20
63 H 0.10
64 O 0.08
65 H 0.09
66 O 0.01
67 H 0.11
68 C -0.08
69 H 0.13
70 H 0.09
71 H 0.05
72 N -0.19
73 H 0.11
74 H 0.09
75 H 0.09
76 H 0.06
77 H 0.07
78 C -0.34
79 H 0.13
80 N -0.19
81 C -0.06
82 H 0.13
83 C -0.35
84 H 0.10
85 H 0.09
86 C -0.06
87 O 0.01
88 O 0.01
89 C -0.04
90 C -0.36
91 N -0.19
92 H 0.10
93 H 0.07
94 O 0.04
95 C -0.05
96 N -0.20
97 O -0.01
98 H 0.09
99 C -0.06


Record 3
# C2H6N2O2

4 unconnected molecules or ions with the total composition C2H6N2O2 (wB97M-V/def2-TZVPD, the OMol25 dataset).

```
! wB97M-V def2-TZVPD RIJCOSX def2/J DEFGRID3
* xyz 0 1
O 0.958 -1.334 -0.699
H -0.470 3.090 -1.722
H -0.717 -1.122 2.623
H 1.166 0.571 -2.034
H 0.656 -1.552 1.531
C 0.047 -0.438 -0.554
N -0.378 0.490 -1.605
H 1.043 2.251 -0.092
O -0.670 -0.310 0.602
N -0.217 1.987 -0.855
C -0.423 -1.365 1.560
H -0.994 -2.268 1.245
*
```

Summary:
* Kohn-Sham gap: 8.59 eV
* LUMO: -0.795 eV
* energy above the lowest of the compared OMol25 structures with the same formula, charge and spin: 227.6 kcal per mole

Charges obtained by Löwdin population analysis, quoted in units of e:
1 O -0.02
2 H 0.19
3 H 0.11
4 H 0.29
5 H 0.08
6 C -0.61
7 N 0.00
8 H 0.20
9 O -0.08
10 N -0.22
11 C -0.05
12 H 0.10


Record 4
# C4H12

2 unconnected molecules or ions with the total composition C4H12 (wB97M-V/def2-TZVPD, the OMol25 dataset).

```
! wB97M-V def2-TZVPD RIJCOSX def2/J DEFGRID3
* xyz 0 1
H 1.813 -0.811 0.860
H 0.591 -1.581 -0.002
H -1.481 0.942 -2.774
C -0.897 2.010 -0.887
H -0.119 1.774 -0.277
H -0.136 1.953 -2.909
H 1.910 -2.460 1.056
H -1.675 1.561 -0.412
C -0.572 1.211 -2.219
C 0.234 -1.575 2.174
H -0.915 3.058 -1.157
H -0.259 -2.502 2.524
C 1.094 -1.641 0.986
H 0.850 -1.466 3.024
H -0.520 -0.774 2.155
H 0.082 0.303 -2.142
*
```

Summary:
* Kohn-Sham gap: 12.22 eV
* SMILES: CC.CC
* LUMO: 1.104 eV
* energy above the lowest of the compared OMol25 structures with the same formula, charge and spin: 24.3 kcal per mole

Charges obtained by Löwdin population analysis, quoted in units of e:
1 H 0.06
2 H 0.06
3 H 0.05
4 C -0.12
5 H 0.01
6 H 0.05
7 H 0.10
8 H 0.02
9 C -0.15
10 C -0.20
11 H 0.07
12 H 0.07
13 C -0.21
14 H 0.04
15 H 0.07
16 H 0.06


Record 5
# C15H20FIrN5S2Si

A molecular structure, C15H20FIrN5S2Si (wB97M-V/def2-TZVPD, the OMol25 dataset).

```
! wB97M-V def2-TZVPD RIJCOSX def2/J DEFGRID3
* xyz 2 6
C 1.504 0.754 2.698
F -1.464 1.378 0.000
H -4.111 -2.355 0.000
H -0.300 0.072 3.213
C 3.378 1.768 1.556
H -2.207 -5.373 0.000
C -2.591 -4.348 0.000
N 1.328 0.672 1.405
H 0.800 -2.876 1.502
H -3.218 -4.240 -0.890
C -5.039 0.887 0.000
C 3.379 1.767 -1.556
C -5.125 -0.497 0.000
S 2.945 1.540 -3.199
H 1.724 0.000 0.000
H 0.613 0.680 4.518
H 0.614 0.679 -4.518
H 0.216 -4.553 -1.506
N 0.619 0.279 3.589
H -0.300 0.072 -3.213
H 0.216 -4.553 1.506
C -0.095 -3.504 1.510
C -3.961 -1.284 0.000
N -1.510 -1.442 0.000
H 0.800 -2.876 -1.502
S 2.944 1.541 3.199
H -5.934 1.497 0.000
H 4.301 2.261 1.288
H -6.094 -0.985 0.000
H -0.649 -3.310 2.433
C 1.504 0.754 -2.698
C -2.664 -0.738 0.000
H 4.301 2.260 -1.288
H -3.218 -4.240 0.890
C 2.399 1.242 -0.737
C -0.095 -3.504 -1.510
Si -1.181 -3.136 0.000
C 2.399 1.242 0.737
N 1.328 0.672 -1.405
H -0.649 -3.310 -2.433
C -2.626 0.686 0.000
N 0.619 0.278 -3.589
Ir 0.000 0.000 0.000
C -3.783 1.476 0.000
H -3.674 2.554 0.000
*
```

Summary:
* <S²>: 8.8071
* Kohn-Sham gap (spin up / spin down): 6.65 / 5.55 eV
* LUMO (spin up / spin down): -5.226 / -8.877 eV

Charges obtained by Löwdin population analysis, quoted in units of e:
1 C -0.64
2 F -0.08
3 H 0.10
4 H 0.12
5 C -0.27
6 H 0.06
7 C -0.17
8 N -0.16
9 H 0.02
10 H 0.04
11 C -0.01
12 C -0.27
13 C -0.01
14 S 1.17
15 H 0.15
16 H 0.13
17 H 0.13
18 H 0.05
19 N 0.16
20 H 0.12
21 H 0.05
22 C -0.16
23 C 0.04
24 N -0.14
25 H 0.02
26 S 1.17
27 H 0.14
28 H 0.10
29 H 0.13
30 H 0.03
31 C -0.64
32 C -0.28
33 H 0.10
34 H 0.04
35 C -0.35
36 C -0.16
37 Si 0.43
38 C -0.35
39 N -0.16
40 H 0.03
41 C -0.20
42 N 0.16
43 Ir 1.23
44 C 0.04
45 H 0.14


Record 6
# C4H5NO

C4H5NO in the gas phase (wB97M-V/def2-TZVPD, the OMol25 dataset).

```
! wB97M-V def2-TZVPD RIJCOSX def2/J DEFGRID3
* xyz 0 1
H 2.256 -0.270 -0.482
C 0.181 0.227 0.723
C -1.015 -0.696 0.614
O 0.417 0.205 -2.055
N -0.067 1.279 -1.543
H -0.792 -1.664 1.075
H 0.495 0.436 1.749
H -1.871 -0.255 1.130
H -1.289 -0.862 -0.430
C 1.289 0.167 -0.275
C 0.493 1.312 -0.301
*
```

Summary:
* Kohn-Sham gap (spin up / spin down): 7.84 / 7.84 eV
* SMILES: C[C@H]1C=C1N=O
* LUMO (spin up / spin down): -0.870 / -0.871 eV
* energy above the lowest of the compared OMol25 structures with the same formula, charge and spin: 174.8 kcal per mole

Charges obtained by Löwdin population analysis, quoted in units of e:
1 H 0.13
2 C -0.23
3 C -0.06
4 O -0.07
5 N 0.02
6 H 0.08
7 H 0.13
8 H 0.08
9 H 0.08
10 C 0.06
11 C -0.22


Copy entry 4 word for word.
# C4H12

2 unconnected molecules or ions with the total composition C4H12 (wB97M-V/def2-TZVPD, the OMol25 dataset).

```
! wB97M-V def2-TZVPD RIJCOSX def2/J DEFGRID3
* xyz 0 1
H 1.813 -0.811 0.860
H 0.591 -1.581 -0.002
H -1.481 0.942 -2.774
C -0.897 2.010 -0.887
H -0.119 1.774 -0.277
H -0.136 1.953 -2.909
H 1.910 -2.460 1.056
H -1.675 1.561 -0.412
C -0.572 1.211 -2.219
C 0.234 -1.575 2.174
H -0.915 3.058 -1.157
H -0.259 -2.502 2.524
C 1.094 -1.641 0.986
H 0.850 -1.466 3.024
H -0.520 -0.774 2.155
H 0.082 0.303 -2.142
*
```

Summary:
* Kohn-Sham gap: 12.22 eV
* SMILES: CC.CC
* LUMO: 1.104 eV
* energy above the lowest of the compared OMol25 structures with the same formula, charge and spin: 24.3 kcal per mole

Charges obtained by Löwdin population analysis, quoted in units of e:
1 H 0.06
2 H 0.06
3 H 0.05
4 C -0.12
5 H 0.01
6 H 0.05
7 H 0.10
8 H 0.02
9 C -0.15
10 C -0.20
11 H 0.07
12 H 0.07
13 C -0.21
14 H 0.04
15 H 0.07
16 H 0.06